The following is a DFT calculation (ωB97M-V with the def2-TZVPD basis set) of a molecular structure, C17H26ClN6O3Ti.

Element x y z (Å)
Ti (0.361390, 0.597457, -0.084702)
C (0.654685, 3.834328, 3.296462)
N (-0.088510, 4.092737, 2.066607)
C (-0.450542, 5.487145, 1.846186)
C (-0.396093, 3.111394, 1.241864)
O (-0.075333, 1.921134, 1.484508)
C (-1.176596, 3.422005, -0.028583)
O (-1.381706, 2.230839, -0.746207)
C (-0.841664, 2.191990, -2.083035)
C (0.469986, 1.469253, -1.943861)
O (1.262378, 1.977365, -0.983937)
N (1.040291, 0.993467, -3.139283)
C (2.489021, 0.952013, -3.261378)
C (0.304791, -0.063825, -3.823402)
H (1.601422, 4.373822, 3.271100)
H (0.845666, 2.772662, 3.395450)
H (0.073465, 4.181548, 4.150516)
H (0.452175, 6.095653, 1.796161)
H (-1.061305, 5.841665, 2.676602)
H (-1.010444, 5.621001, 0.927883)
H (-0.614480, 4.146555, -0.621305)
H (-2.146928, 3.851639, 0.232084)
H (-0.703457, 3.207985, -2.471972)
H (-1.550956, 1.656304, -2.708186)
H (2.926620, 1.742643, -2.659190)
H (2.759018, 1.117855, -4.304336)
H (2.914938, -0.006149, -2.942267)
H (-0.368283, -0.576969, -3.129368)
H (1.008348, -0.797952, -4.218577)
H (-0.282415, 0.318088, -4.661448)
N (-4.166410, -4.148791, 1.006381)
C (-3.063119, -3.436501, 0.763501)
N (-1.867792, -3.985351, 0.987007)
N (-3.235345, -2.196514, 0.331392)
C (-2.231661, -1.423807, 0.107849)
N (-1.381556, -0.668208, -0.128433)
H (-4.130348, -5.096780, 1.332911)
H (-5.058840, -3.713195, 0.853462)
H (-1.774787, -4.929412, 1.317576)
H (-1.014808, -3.490407, 0.767353)
Cl (1.568377, -0.720071, 2.404694)
C (1.476449, -2.279980, 1.620461)
C (1.377049, -3.423959, 2.388173)
C (1.277090, -4.656585, 1.756827)
C (1.257899, -4.711557, 0.368691)
C (1.356914, -3.545622, -0.381544)
C (1.502172, -2.292933, 0.220934)
C (1.668024, -1.038170, -0.548775)
H (1.382990, -3.351785, 3.467747)
H (1.226342, -5.562444, 2.346421)
H (1.185748, -5.667555, -0.134694)
H (1.368031, -3.603225, -1.463363)
H (1.618885, -1.242115, -1.618669)
H (2.643203, -0.578710, -0.340304)

Cartesian forces, eV/Å:
Ti -0.12 0.09 -0.04
C 0.03 -0.01 0.03
N -0.01 0.03 0.12
C -0.02 0.03 0.01
C -0.08 -0.03 -0.05
O 0.11 -0.11 -0.08
C 0.07 -0.08 -0.02
O -0.06 -0.09 0.10
C 0.19 0.27 0.00
C -0.23 -0.35 -0.16
O 0.04 -0.01 -0.06
N 0.08 0.00 0.09
C -0.17 0.00 0.00
C 0.05 0.14 0.02
H -0.01 0.02 -0.02
H -0.01 -0.01 -0.02
H -0.01 0.01 -0.01
H 0.02 -0.02 -0.01
H 0.00 -0.02 0.01
H 0.01 -0.02 0.00
H -0.01 0.02 0.00
H 0.00 0.04 0.03
H -0.11 -0.01 -0.01
H -0.01 -0.02 -0.02
H 0.02 0.02 -0.02
H 0.04 -0.01 0.00
H 0.02 0.00 0.01
H 0.01 -0.03 -0.01
H -0.02 -0.02 0.00
H -0.01 -0.02 -0.01
N 0.02 -0.07 -0.01
C 0.10 0.04 0.15
N -0.03 -0.05 -0.01
N -0.19 0.14 -0.09
C 0.01 -0.08 -0.04
N 0.32 0.20 -0.04
H -0.02 0.00 -0.01
H 0.01 0.01 -0.01
H 0.04 0.01 -0.01
H 0.00 -0.02 0.00
Cl -0.06 0.01 0.10
C 0.01 -0.07 -0.20
C 0.01 0.01 0.15
C 0.01 -0.01 -0.07
C 0.01 0.04 0.01
C 0.05 -0.09 0.01
C -0.02 0.13 0.13
C -0.11 -0.02 0.09
H 0.00 0.01 -0.01
H 0.00 0.01 0.01
H 0.00 0.01 -0.01
H -0.01 0.01 0.00
H 0.00 0.02 -0.03
H 0.03 -0.04 0.03

Values from the calculation:
- DFT total energy: -68767.9361 eV
- Spin multiplicity: 1
- Net charge: +1